(1)
C26H72O26S8 | ωB97M-V/def2-TZVPD

Geometry as ORCA input:
```
! RIJCOSX wB97M-V def2-TZVPD def2/J DEFGRID3
* xyz 0 1
C 1.6416 -16.5945 15.1477
C 1.6045 -16.6060 13.6532
O 2.6154 -17.6375 13.3267
S 3.0868 -17.6008 11.8492
C 3.8734 -19.0715 11.7291
O 1.9548 -17.6848 10.9557
O 4.0320 -16.5447 11.6951
H 1.4908 -17.5206 15.7180
H 0.9291 -15.8978 15.5817
H 2.6491 -16.2546 15.4177
H 0.6358 -16.9294 13.2913
H 1.8752 -15.6257 13.2760
H 4.5390 -19.2649 12.5595
H 4.4390 -18.9780 10.8170
H 3.1478 -19.8862 11.6326
C 1.7633 -18.1583 23.6566
C 2.3657 -17.2191 24.6367
O 2.0816 -17.8468 25.9340
S 2.7396 -17.2431 27.2683
C 4.4191 -17.8079 27.3011
O 2.7621 -15.8464 27.0912
O 1.9933 -17.8489 28.3574
H 2.0098 -17.8150 22.6452
H 0.7155 -18.3327 23.7643
H 2.2403 -19.1208 23.8501
H 3.4314 -17.0538 24.4943
H 1.8843 -16.2726 24.6070
H 4.9029 -17.2716 28.1193
H 4.8163 -17.5057 26.3267
H 4.4630 -18.8804 27.4214
C 4.5940 -24.2328 22.8167
C 3.8762 -23.8738 21.5595
O 4.8798 -23.0915 20.8360
S 4.4024 -22.5196 19.4239
C 4.9337 -23.6637 18.2845
O 2.9648 -22.5474 19.4055
O 5.1355 -21.3056 19.2624
H 5.1622 -23.3552 23.1339
H 5.3557 -25.0092 22.6017
H 3.9518 -24.6251 23.6094
H 3.6101 -24.7129 20.9728
H 3.0800 -23.2128 21.8239
H 4.4360 -24.6353 18.3797
H 6.0065 -23.8130 18.3973
H 4.6995 -23.2324 17.3220
C 1.2906 -23.0369 24.7965
C 0.0481 -22.6779 24.0589
O 0.4594 -21.6077 23.1205
S -0.5463 -21.2182 21.9221
C -0.0542 -22.1856 20.5760
O -1.8506 -21.6155 22.3472
O -0.2468 -19.8354 21.6948
H 2.1536 -22.5732 24.2897
H 1.4916 -24.1078 24.6938
H 1.2532 -22.7975 25.8684
H -0.4139 -23.4776 23.4948
H -0.6713 -22.3373 24.7800
H 0.8769 -21.7929 20.2077
H -0.8110 -22.1352 19.7803
H 0.1025 -23.2040 20.9359
C 2.2868 -14.3351 18.3197
C 2.2518 -13.2395 17.3254
O 2.5664 -12.0762 18.1204
S 2.4463 -10.6891 17.3208
C 0.7276 -10.2537 17.6297
O 3.3265 -9.8150 18.0459
O 2.5759 -10.8950 15.9139
H 1.9539 -15.2727 17.8938
H 1.6360 -14.1209 19.1503
H 3.2808 -14.4664 18.6888
H 3.0045 -13.4666 16.5712
H 1.2479 -13.2220 16.8863
H 0.5372 -10.3672 18.6835
H 0.1392 -11.0119 17.1044
H 0.4947 -9.2660 17.2574
C -2.0531 -12.9263 18.8869
C -1.8547 -14.3369 18.5544
O -1.2069 -14.9393 19.7752
S -0.5935 -16.3830 19.6896
C -1.8797 -17.3901 20.2663
O -0.3504 -16.6735 18.3163
O 0.4912 -16.3866 20.6294
H -2.3873 -12.3969 17.9856
H -1.1212 -12.4901 19.1971
H -2.8498 -12.8100 19.6074
H -2.8180 -14.8258 18.3956
H -1.1644 -14.4665 17.7114
H -2.0282 -17.1190 21.3078
H -1.5447 -18.4169 20.1143
H -2.7360 -17.1398 19.6613
C -0.2953 -22.7215 14.5212
C 0.0713 -21.4724 15.1155
O -0.8054 -21.3722 16.2293
S -0.6672 -20.0097 17.0140
C -1.3504 -18.9828 16.1856
O -1.3962 -20.1958 18.2240
O 0.7508 -19.6582 17.0188
H -0.3767 -23.5158 15.2676
H 0.5211 -22.9452 13.8276
H -1.2173 -22.5515 13.9768
H 1.0674 -21.5651 15.5542
H 0.0931 -20.6550 14.4093
H -2.2720 -19.3462 15.7620
H -0.6702 -18.6560 15.4239
H -1.4932 -18.0875 16.7817
C 6.0380 -16.0171 20.4761
C 5.4232 -16.3043 21.8071
O 6.0749 -17.5509 22.2766
S 6.9277 -17.4631 23.6707
C 8.3289 -16.6518 23.0738
O 6.1955 -16.5762 24.5507
O 7.2098 -18.7907 24.1143
H 7.0227 -16.4880 20.5205
H 6.2359 -14.9384 20.4214
H 5.4983 -16.3682 19.5867
H 5.6082 -15.5444 22.5786
H 4.3531 -16.4141 21.7580
H 7.9298 -15.7157 22.6966
H 8.6940 -17.2247 22.2238
H 9.0769 -16.4757 23.8227
C 5.4134 -17.3676 16.6826
O 4.6934 -16.3329 17.3635
H 5.6179 -18.2271 17.3093
H 4.8926 -17.7185 15.7967
H 6.3750 -16.9340 16.3363
H 3.9747 -16.7707 17.8370
C 2.9294 -18.6172 19.6149
O 2.7914 -17.9277 18.3423
H 2.6782 -17.9842 20.4695
H 2.3999 -19.5465 19.5549
H 3.9686 -18.9036 19.8003
H 2.0305 -18.3885 17.9362
*
```

The frontier orbital gap comes out at 9.52 eV. For the HOMO energy, the calculation gives -0.3567 Ha. The structure (SMILES) is CCOS(C)(=O)=O.CCOS(C)(=O)=O.CCOS(C)(=O)=O.CCOS(C)(=O)=O.CCOS(C)(=O)=O.CCOS(C)(=O)=O.CCOS(C)(=O)=O.CCOS(C)(=O)=O.CO.CO.

(2)
C5H8O2 | ωB97M-V/def2-TZVPD

Geometry as ORCA input:
```
! RIJCOSX wB97M-V def2-TZVPD def2/J DEFGRID3
* xyz 0 1
C 1.5339 -0.4740 -0.2237
C 0.1839 -0.0259 0.2833
C -0.5132 1.1229 -0.4021
C 0.0657 1.2918 0.9851
O -0.5767 -1.0948 0.7594
C -1.7319 -1.7653 -0.5021
O -1.3800 -1.9647 -1.5808
H 1.4146 -1.1750 -1.0567
H 2.0818 -0.9813 0.5773
H 2.1303 0.3770 -0.5695
H -0.0160 1.6057 -1.2391
H -1.5974 1.1017 -0.4850
H 0.9632 1.8938 1.1028
H -0.6365 1.3531 1.8113
H -1.9215 -1.2649 0.5398
*
```

The frontier orbital gap comes out at 9.61 eV. For the HOMO energy, the calculation gives -0.3305 Ha. The energy above the lowest of the compared OMol25 structures with the same formula, charge and spin comes out at 386.1 kJ/mol.

(3)
C18H48AsF6O18S6 | ωB97M-V/def2-TZVPD

Geometry as ORCA input:
```
! RIJCOSX wB97M-V def2-TZVPD def2/J DEFGRID3
* xyz 0 2
As 0.0761 -0.5947 -0.6635
F -1.2327 0.1342 -1.6837
F 1.1766 0.6190 -1.3832
F 1.4028 -1.2294 0.3822
F -1.0264 -1.7716 0.0000
F 0.3977 -1.7213 -2.0005
F -0.4043 0.6111 0.6128
O 2.3638 -0.8802 -6.1975
S 2.6839 0.5336 -5.8915
O 3.7431 1.2407 -6.6477
O 1.3294 1.4429 -5.9367
C 0.0223 0.8247 -5.8147
C -0.3148 0.0942 -4.5087
C 3.0582 0.7400 -4.0708
H 0.0156 0.1035 -6.6319
H -0.6899 1.6229 -6.0240
H -0.1625 0.7258 -3.6335
H 0.2653 -0.8260 -4.4396
H -1.3779 -0.1441 -4.4739
H 3.5305 1.7105 -3.9180
H 3.7067 -0.0876 -3.7836
H 2.1399 0.6041 -3.4996
O 0.0723 3.9026 4.0075
S 1.4498 3.8568 3.4887
O 2.4624 4.8949 3.6629
O 2.0903 2.3648 3.9879
C 3.3721 1.9753 3.4609
C 3.2404 0.7100 2.6701
C 1.2771 3.4863 1.7038
H 4.0749 1.7966 4.2747
H 3.8173 2.7948 2.8968
H 4.2251 0.4337 2.2931
H 2.6228 0.8490 1.7827
H 2.7440 -0.0434 3.2816
H 1.1855 2.4072 1.5799
H 2.1581 3.8405 1.1685
H 0.3998 3.9539 1.2568
O 3.1002 -7.6402 -0.5697
S 2.3225 -6.5776 0.1327
O 1.9239 -6.7488 1.5174
O 3.2615 -5.2299 0.1426
C 2.7158 -3.9992 0.7024
C 3.6901 -3.3367 1.6243
C 0.8896 -5.9932 -0.8274
H 1.7316 -4.2476 1.0996
H 2.5401 -3.3186 -0.1307
H 3.2497 -2.3725 1.8784
H 4.6127 -3.2370 1.0525
H 3.8125 -3.8445 2.5810
H 0.0202 -5.7261 -0.2266
H 0.5835 -6.7750 -1.5225
H 1.2959 -5.2314 -1.4928
O -5.9932 -1.5683 0.8715
S -4.8699 -2.0889 0.0758
O -5.0199 -3.1669 -0.9437
O -4.1076 -0.7893 -0.6990
C -3.9695 0.4635 0.0199
C -4.9157 1.5357 -0.3392
C -3.5240 -2.5703 1.2902
H -2.9341 0.8013 -0.0246
H -4.0418 0.2411 1.0845
H -4.6066 2.4550 0.1584
H -5.9469 1.2984 -0.0778
H -4.8181 1.7784 -1.3973
H -2.7349 -3.0979 0.7543
H -4.0186 -3.0397 2.1406
H -3.2643 -1.6069 1.7289
O -1.8268 5.4567 -0.4185
S -1.4832 5.0140 -1.7504
O -2.0825 5.5048 -2.9926
O 0.1568 5.3219 -1.7702
C 0.7610 5.2215 -3.0520
C 1.1200 3.8526 -3.5488
C -1.4495 3.1362 -1.8493
H 1.7911 5.5253 -2.8656
H 0.3124 5.9173 -3.7609
H 1.8547 3.9558 -4.3473
H 0.3156 3.2738 -4.0028
H 1.4910 3.2266 -2.7374
H -0.6375 2.6772 -1.2853
H -1.3575 2.9181 -2.9133
H -2.3591 2.7164 -1.4198
O -3.3316 0.7018 3.4849
S -2.2914 0.0399 4.3213
O -2.2478 0.3507 5.7731
O -2.1782 -1.5975 4.0405
C -1.4358 -2.3506 4.9596
C -2.0969 -3.8102 4.8540
C -0.6219 0.5286 3.6619
H -1.2502 -2.0039 5.9762
H -0.4033 -2.3373 4.6105
H -3.0755 -3.8750 5.3297
H -1.4081 -4.5258 5.3029
H -2.0546 -4.2400 3.8532
H 0.0619 -0.2516 3.3275
H -0.1702 1.1368 4.4455
H -0.9833 1.1736 2.8609
*
```

The frontier orbital gap (alpha / beta) comes out at 9.33 / 2.18 eV. For the HOMO energy (alpha / beta), the calculation gives -0.3978 / -0.3978 Ha. The energy above the lowest of the compared OMol25 structures with the same formula, charge and spin comes out at 0.0 kJ/mol.

(4)
C2H9NOP | ωB97M-V/def2-TZVPD

Geometry as ORCA input:
```
! RIJCOSX wB97M-V def2-TZVPD def2/J DEFGRID3
* xyz 1 3
C -1.7045 -0.4876 0.5310
C -0.4798 0.0878 -1.4080
N -1.3782 0.4198 -0.5347
O 1.2061 -0.0332 -0.5381
P 2.2048 0.1673 0.6329
H -2.4754 -0.0780 1.0388
H -2.0961 -1.4798 0.3111
H -0.8324 -0.4738 1.1808
H -0.4817 -0.9321 -1.7324
H 0.1767 0.7742 -2.0081
H -1.5641 1.4335 -0.3507
H 2.1338 1.4875 0.8074
H 1.8194 -0.5523 1.7807
H 3.4715 -0.3333 0.2894
*
```

The frontier orbital gap (alpha / beta) comes out at 6.55 / 6.80 eV. For the HOMO energy (alpha / beta), the calculation gives -0.3637 / -0.5573 Ha. The energy above the lowest of the compared OMol25 structures with the same formula, charge and spin comes out at 239.6 kJ/mol.

| no. | calculated total energy (Ha) |
| --- | --- |
| 1 | -6175.3571 |
| 2 | -345.6579 |
| 3 | -7292.7842 |
| 4 | -552.4346 |